(1)
Formula: C2H6N4
Source: OMol25
Level of theory: the ωB97M-V functional and the def2-TZVPD basis

Cartesian coordinates (Å):
C  -0.255  -0.593  -0.724
C  -0.828  0.726  -1.137
H  0.112  -2.712  0.688
H  2.096  -1.505  1.049
H  -0.785  -1.509  -1.230
H  -1.681  0.743  -1.763
H  -0.252  2.558  1.040
H  0.339  0.977  0.950
N  0.899  -1.701  1.046
N  0.473  -0.694  0.337
N  -0.523  1.833  -0.681
N  0.406  1.878  0.425

HOMO energy: -8.632 eV
Relative energy (zero: lowest compared OMol25 entry of this formula, charge and spin): 6.1964 eV
Frontier orbital gap: 8.868 eV
E_LUMO: 0.24 eV
E: -298.62119 Eh


(2)
Formula: C2H6N4O
Source: OMol25
Level of theory: the ωB97M-V functional and the def2-TZVPD basis

Cartesian coordinates (Å):
C  -1.268  1.546  -0.136
N  -0.121  0.760  -0.583
N  -0.332  -0.485  -0.514
N  0.563  -1.155  -1.282
H  -1.992  1.624  -0.955
H  -1.769  1.105  0.731
H  -0.926  2.548  0.135
H  0.117  -1.791  -1.937
H  1.285  -0.552  -1.672
N  1.453  -1.626  1.633
C  0.993  -0.529  1.723
O  0.925  0.614  2.078
H  1.073  -2.059  0.780

HOMO energy: -9.794 eV
Relative energy (zero: lowest compared OMol25 entry of this formula, charge and spin): 3.3040 eV
Frontier orbital gap: 10.165 eV
E_LUMO: 0.37 eV
E: -373.98895 Eh
Structure (SMILES): C/N=N/N.N=C=O


Copy entry 2 word for word.
Formula: C2H6N4O
Source: OMol25
Level of theory: the ωB97M-V functional and the def2-TZVPD basis

Cartesian coordinates (Å):
C  -1.268  1.546  -0.136
N  -0.121  0.760  -0.583
N  -0.332  -0.485  -0.514
N  0.563  -1.155  -1.282
H  -1.992  1.624  -0.955
H  -1.769  1.105  0.731
H  -0.926  2.548  0.135
H  0.117  -1.791  -1.937
H  1.285  -0.552  -1.672
N  1.453  -1.626  1.633
C  0.993  -0.529  1.723
O  0.925  0.614  2.078
H  1.073  -2.059  0.780

HOMO energy: -9.794 eV
Relative energy (zero: lowest compared OMol25 entry of this formula, charge and spin): 3.3040 eV
Frontier orbital gap: 10.165 eV
E_LUMO: 0.37 eV
E: -373.98895 Eh
Structure (SMILES): C/N=N/N.N=C=O


Look up the relative energy (zero: lowest compared OMol25 entry of this formula, charge and spin) of the first one. 6.1964 eV


Number 1 is which compound? C2H6N4


Number 2 is which compound? C2H6N4O